120
Properties=species:S:1:pos:R:3 method="wB97M-V/def2-TZVPD" charge=+2 multiplicity=1 homo_lumo_gap_ev="5.82 / 5.83" total_energy_ha=-7185.33534
Re -0.224 0.297 -0.604
C -4.151 2.612 2.186
C -3.322 2.246 0.951
Ge -1.809 1.054 1.361
C -0.583 1.926 2.645
C -1.134 1.921 4.078
C -2.473 -0.416 2.408
C -2.068 -1.662 2.208
Ge -1.291 -2.082 0.477
C -2.929 -2.601 -0.508
C -3.066 -3.980 -1.153
C 0.224 -3.327 0.680
C 0.074 -4.727 0.082
C -2.365 -2.786 3.136
C -2.494 -4.096 2.674
C -2.789 -5.138 3.541
C -2.945 -4.886 4.895
C -2.803 -3.590 5.374
C -2.514 -2.553 4.503
H -5.009 3.220 1.899
H -3.577 3.190 2.907
H -4.538 1.728 2.694
H -2.955 3.149 0.471
H -3.954 1.741 0.222
H -0.364 2.938 2.310
H 0.344 1.366 2.649
H -2.098 2.414 4.167
H -0.441 2.436 4.746
H -1.247 0.903 4.449
H -3.108 -0.179 3.262
H -3.148 -1.817 -1.230
H -3.669 -2.505 0.290
H -2.357 -4.141 -1.958
H -4.068 -4.084 -1.573
H -2.944 -4.786 -0.431
H 0.342 -3.389 1.766
H 1.112 -2.838 0.290
H -0.767 -5.268 0.512
H 0.968 -5.318 0.288
H -0.071 -4.707 -0.997
H -2.396 -4.314 1.617
H -2.898 -6.145 3.159
H -3.173 -5.695 5.576
H -2.914 -3.390 6.431
H -2.382 -1.551 4.892
I -0.744 3.017 -1.302
C -0.213 4.295 0.256
C -1.162 5.246 0.511
C -0.858 6.350 1.333
C 0.416 6.502 1.780
C 1.416 5.532 1.508
C 2.745 5.779 1.924
C 3.729 4.878 1.662
C 3.392 3.645 1.078
C 2.109 3.326 0.696
P 1.901 1.523 0.320
C 3.263 1.325 -0.888
C 3.174 2.013 -2.098
C 4.229 1.988 -2.997
C 5.378 1.262 -2.703
C 5.464 0.567 -1.506
C 4.412 0.599 -0.598
C 2.466 0.693 1.851
C 2.382 -0.701 1.910
C 2.745 -1.385 3.060
C 3.186 -0.686 4.175
C 3.248 0.698 4.134
C 2.886 1.387 2.985
C 1.099 4.336 0.804
H -2.139 5.180 0.052
H -1.620 7.085 1.549
H 0.697 7.380 2.347
H 2.963 6.709 2.434
H 4.755 5.075 1.940
H 4.179 2.906 0.984
H 2.298 2.613 -2.326
H 4.159 2.544 -3.923
H 6.207 1.252 -3.398
H 6.361 0.012 -1.264
H 4.495 0.063 0.341
H 2.031 -1.250 1.054
H 2.673 -2.464 3.088
H 3.471 -1.216 5.073
H 3.568 1.253 5.005
H 2.909 2.467 2.998
O 1.535 -0.906 -1.056
N 2.264 -1.313 -2.085
C 2.096 -0.797 -3.309
C 2.862 -1.249 -4.362
C 3.802 -2.242 -4.149
C 3.957 -2.755 -2.868
C 3.177 -2.272 -1.845
H 1.340 -0.031 -3.391
H 2.707 -0.817 -5.340
H 4.406 -2.611 -4.965
H 4.682 -3.526 -2.650
H 3.231 -2.609 -0.820
C -3.855 2.488 -3.968
C -2.574 2.331 -4.486
C -1.696 1.431 -3.903
C -2.098 0.695 -2.791
C -3.381 0.828 -2.289
C -4.257 1.734 -2.875
N -1.187 -0.266 -2.194
C -1.066 -1.450 -3.032
C -0.241 -2.508 -2.672
C -0.076 -3.601 -3.507
C -0.782 -3.694 -4.697
C -1.675 -2.684 -5.022
C -1.817 -1.573 -4.204
H -4.541 3.188 -4.425
H -2.262 2.905 -5.348
H -0.702 1.282 -4.312
H -3.688 0.214 -1.453
H -5.258 1.842 -2.480
H 0.268 -2.483 -1.723
H 0.594 -4.399 -3.213
H -0.667 -4.555 -5.340
H -2.270 -2.752 -5.922
H -2.524 -0.812 -4.496